# 1
Computed, not measured: a structure of composition C5H9N4O, with wB97M-V/def2-TZVPD.

Structure (XYZ):
```
19
Properties=species:S:1:pos:R:3:forces:R:3
C -3.3833 0.0348 -0.2722 1.823 -1.598 0.557
C -2.2428 0.7938 -0.5096 2.364 0.006 0.281
C -2.9739 -1.1580 0.2015 -1.064 0.059 0.095
C -1.2644 -0.0665 -0.0599 5.188 3.475 -1.319
C 1.1795 -0.9162 -0.2243 0.715 -0.186 0.239
N 1.0445 -2.1297 -0.4255 0.436 -0.490 -1.038
N 2.6446 -0.6369 0.1532 -0.145 -3.961 0.260
N 0.4276 0.1918 -0.1064 -4.166 -1.798 -0.239
N 1.1045 1.3386 0.1707 -0.117 0.912 4.529
O -1.6479 -1.2474 0.3479 1.025 0.879 -0.171
H -4.3150 0.3525 -0.4356 -3.486 0.839 -0.554
H -2.1812 1.7974 -0.9556 0.190 -0.771 0.453
H -3.3841 -2.0281 0.5519 -1.723 -1.659 0.529
H 0.2963 -2.4824 -0.9877 -0.909 -0.082 0.357
H 2.8036 0.2777 0.4035 0.716 3.031 0.172
H 2.7274 -1.2048 1.0196 0.350 0.141 -0.644
H 3.2839 -1.0634 -0.5646 -0.804 0.706 0.804
H 0.9357 2.0515 -0.4569 -0.558 1.688 -1.745
H 0.9237 1.7412 1.1838 0.164 -1.190 -2.566
```
Positions in Å, forces in eV/Å.

Properties
HOMO energy ... -12.4 eV
Electronic energy ... -13328.3810 eV
Net charge ... +1


# 2
Computed, not measured: a structure of composition C16H20AgIN5O9P2, with wB97M-V/def2-TZVPD.

Structure (XYZ):
```
54
Properties=species:S:1:pos:R:3:forces:R:3
Ag 0.0415 -0.3938 -0.1178 0.034 0.459 0.081
O 1.2150 2.7207 -3.1102 0.046 -0.044 -0.042
C 0.9383 1.7453 -2.4214 -0.036 0.065 -0.037
N 0.0038 1.5870 -1.4676 0.037 -0.136 0.041
C -0.8845 2.5766 -1.2163 -0.013 0.057 -0.080
O -1.1701 3.5486 -1.9021 -0.017 -0.001 0.055
C -1.6379 2.4192 0.1043 -0.128 0.132 0.029
C -2.5201 3.4309 0.4820 0.031 -0.055 -0.009
C -3.2088 3.3058 1.6738 0.014 0.000 -0.015
C -3.0090 2.1721 2.4492 0.020 -0.022 -0.007
C -2.1163 1.2161 1.9922 -0.076 -0.011 0.103
N -1.4429 1.3435 0.8568 0.078 -0.050 -0.055
C 1.7975 0.5031 -2.6478 0.104 0.002 -0.051
C 2.3138 0.2974 -3.9263 0.016 0.020 0.037
C 3.1132 -0.8031 -4.1615 -0.007 -0.015 0.025
C 3.4162 -1.6468 -3.1019 0.014 0.003 0.024
C 2.8793 -1.3517 -1.8622 0.039 -0.010 -0.014
N 2.0714 -0.3183 -1.6335 -0.172 -0.096 -0.077
H -2.6375 4.2800 -0.1751 0.007 -0.002 -0.008
H -3.8976 4.0781 1.9947 -0.002 -0.001 -0.002
H -3.5333 2.0276 3.3841 -0.008 -0.009 0.021
H -1.9277 0.3037 2.5479 -0.002 -0.007 0.027
H 2.0751 1.0158 -4.6961 -0.013 0.025 -0.013
H 3.5035 -0.9993 -5.1515 0.018 -0.007 -0.035
H 4.0508 -2.5130 -3.2289 0.008 -0.011 0.003
H 3.1202 -1.9730 -1.0051 -0.006 -0.019 -0.004
N -2.5732 -3.9708 0.7860 -0.142 0.099 0.383
C -1.2678 -3.8125 0.0328 0.057 0.091 0.010
C -0.8693 -5.1774 -0.5007 0.065 -0.092 -0.050
P -0.1281 -3.3287 1.4276 0.103 -0.146 -0.044
O 1.3373 -3.6478 0.8299 -0.020 0.050 -0.059
O -0.4932 -4.3323 2.4659 -0.029 -0.114 0.113
O -0.2181 -1.8694 1.7631 -0.115 0.094 -0.237
P -1.8614 -2.6811 -1.3105 0.035 -0.151 0.034
O -0.4475 -2.4159 -2.0605 0.075 0.173 -0.144
O -2.7701 -3.5289 -2.1259 -0.135 -0.030 -0.061
O -2.3747 -1.4658 -0.6095 0.051 0.001 -0.007
H -2.3266 -4.4084 1.6979 -0.096 0.129 -0.214
H -3.2293 -4.5151 0.2246 -0.011 0.051 -0.014
H -2.9554 -3.0142 0.9079 0.071 -0.286 0.024
H -0.6962 -5.8828 0.3135 0.007 -0.030 0.013
H 0.0549 -5.0780 -1.0666 -0.006 -0.011 -0.003
H -1.6411 -5.5441 -1.1794 0.003 -0.017 -0.003
H 1.6751 -2.8646 0.3735 -0.018 -0.039 0.032
H -0.5120 -1.6941 -2.7032 0.043 -0.060 0.096
N 1.1828 -0.0196 3.2945 0.023 0.007 0.073
C 1.8738 0.9276 2.6368 -0.012 0.075 0.090
O 1.8513 1.0845 1.4312 0.077 -0.031 -0.023
C 2.6666 1.8956 3.5008 0.031 0.056 -0.015
I 4.2588 0.9331 4.5614 -0.012 0.016 0.002
H 0.6781 -0.7305 2.7598 -0.053 -0.079 -0.003
H 1.3546 -0.1783 4.2711 0.008 0.004 0.007
H 2.0449 2.3617 4.2612 0.006 -0.002 -0.022
H 3.1211 2.6417 2.8599 0.006 -0.025 0.025
```
Positions in Å, forces in eV/Å.

Properties
HOMO energy ... -5.2 eV
Electronic energy ... -73482.0004 eV
Net charge ... -1


# 3
Computed, not measured: the ion C6H15N2 with charge +1, with wB97M-V/def2-TZVPD.

Structure (XYZ):
```
23
Properties=species:S:1:pos:R:3:forces:R:3
C -1.4116 -0.4525 -1.7293 -1.098 -1.970 1.527
C -0.9839 0.1932 -0.4058 -1.779 2.321 -0.066
C -1.6301 1.3885 -0.0723 1.157 -2.274 -0.271
N -2.4364 2.0892 -0.8826 1.043 -1.464 0.261
C -0.1864 -0.4270 0.7390 -1.924 2.142 -0.389
C 1.2943 -0.2229 0.7160 1.109 1.914 0.177
C 2.0191 -0.4766 2.0303 -1.763 0.114 0.013
N 1.8659 -1.1203 -0.4190 0.602 2.539 -1.582
H -2.5320 -0.3881 -1.9579 1.350 0.227 0.632
H -0.9233 -0.0671 -2.5855 0.725 0.235 -0.993
H -1.2572 -1.5787 -1.6423 0.072 1.224 -0.410
H -1.5764 1.7617 0.9476 0.105 0.151 -0.155
H -2.9193 2.8575 -0.6138 -1.450 2.558 1.446
H -2.5146 1.9344 -1.8313 0.099 -0.771 -2.058
H -0.5844 -1.4398 0.8894 0.679 -0.055 0.536
H -0.5225 0.3058 1.5275 0.481 -1.526 0.062
H 1.5683 0.9077 0.4759 -0.816 -2.445 -0.085
H 3.0080 -0.4003 1.8095 3.276 0.206 -0.555
H 1.8983 -1.4768 2.4278 -0.549 0.005 0.443
H 1.8730 0.3676 2.7347 -0.515 -0.866 -0.219
H 1.9805 -0.5063 -1.3083 -0.767 -1.342 1.634
H 1.1298 -1.8167 -0.5791 0.827 -0.378 -0.254
H 2.8411 -1.4325 -0.2705 -0.864 -0.545 0.305
```
Positions in Å, forces in eV/Å.

Properties
HOMO energy ... -11.1 eV
Electronic energy ... -9437.6159 eV
Structure (SMILES) ... C/C(=C\N)C[C@@H](C)[NH3+]
Net charge ... +1


# 4
Computed, not measured: a structure of composition H4N3O, with wB97M-V/def2-TZVPD.

Structure (XYZ):
```
8
Properties=species:S:1:pos:R:3:forces:R:3
N -0.4188 1.0884 0.2541 -0.612 0.888 3.107
N -0.2490 -1.1863 0.2360 0.853 -0.680 -1.079
N 0.2601 -0.0238 0.8869 3.386 0.822 -3.050
O 1.7752 0.1631 0.1093 -2.931 -0.581 1.925
H -0.0026 1.9610 0.7114 -0.540 -1.870 -0.897
H -0.0718 1.0817 -0.6651 0.876 0.171 -1.653
H 0.0890 -1.1147 -0.8354 -0.396 -0.417 2.967
H 0.2577 -1.9968 0.7165 -0.636 1.666 -1.320
```
Positions in Å, forces in eV/Å.

Properties
HOMO energy ... -2.5 eV
Electronic energy ... -6578.5476 eV
Net charge ... -1